[1]
72
Properties=species:S:1:pos:R:3 method="wB97M-V/def2-TZVPD" lumo_energy_ha=0.081 e_tot_ha=-1744.3060 homo_lumo_gap_ev=6.9905 largest_force_ev_per_a=1.512 homo_ev=-4.792 mol_weight_g_mol=506.6 charge=-1
C 0.20 0.73 3.67
C 0.03 1.33 2.25
C -0.80 0.43 1.30
C 0.07 -0.04 0.10
C 0.22 1.15 -0.85
C -0.65 -1.24 -0.60
C -1.23 -0.84 -1.97
O -0.54 -1.06 -2.99
O -2.36 -0.31 -1.91
N 0.15 -2.49 -0.69
C 1.47 -2.30 -1.22
O 1.75 -3.35 -2.17
C 2.95 -3.96 -2.06
C 2.99 -5.34 -2.29
C 4.18 -6.04 -2.23
C 5.37 -5.38 -1.92
C 5.35 -4.01 -1.68
C 4.14 -3.31 -1.77
C 0.12 -3.26 0.52
C -0.52 -4.49 0.48
C -0.58 -5.32 1.59
C 0.00 -4.93 2.79
C 0.63 -3.69 2.84
C 0.70 -2.86 1.72
H 1.22 0.42 3.87
H -0.45 -0.13 3.79
H -0.03 1.49 4.42
H 1.03 1.47 1.85
H -0.40 2.32 2.34
H -1.17 -0.43 1.84
H -1.59 1.05 0.88
H 1.04 -0.31 0.53
H 0.73 0.91 -1.77
H 0.79 1.94 -0.35
H -0.76 1.58 -1.05
H -1.51 -1.49 0.00
H 2.21 -2.31 -0.42
H 1.52 -1.36 -1.75
H 2.08 -5.88 -2.53
H 4.22 -7.10 -2.43
H 6.31 -5.91 -1.87
H 6.24 -3.46 -1.43
H 4.14 -2.24 -1.59
H -0.98 -4.80 -0.45
H -1.08 -6.28 1.50
H -0.04 -5.58 3.65
H 1.09 -3.38 3.77
H 1.21 -1.91 1.80
C -2.73 4.57 -7.08
O -3.33 3.33 -6.74
C -2.78 2.73 -5.66
O -1.87 3.19 -5.03
O -3.42 1.60 -5.45
C -2.95 0.82 -4.30
H -3.25 4.94 -7.96
H -2.83 5.28 -6.27
H -1.67 4.43 -7.33
H -3.06 1.37 -3.38
H -1.92 0.51 -4.45
H -3.58 -0.07 -4.27
C -1.37 5.22 7.29
O -1.38 4.78 5.93
C -1.34 5.77 5.03
O -1.30 6.95 5.29
O -1.36 5.23 3.82
C -1.32 6.17 2.75
H -1.41 4.32 7.90
H -0.46 5.77 7.50
H -2.24 5.84 7.50
H -0.40 6.76 2.79
H -2.18 6.83 2.78
H -1.33 5.59 1.83

---

[2]
72
Properties=species:S:1:pos:R:3 method="wB97M-V/def2-TZVPD" de_lowest_kcal_mol=18.0 lumo_energy_ha="0.013 / 0.010" e_tot_ha=-5552.7359 multiplicity=3 homo_lumo_gap_ev="5.6455 / 7.7459" largest_force_ev_per_a=2.449 homo_ev="-5.305 / -7.472" mol_weight_g_mol=628.6 charge=0
Ti -1.45 0.33 -0.93
C 1.54 0.69 2.15
C 0.31 0.94 1.32
N 0.00 0.07 0.30
N 0.79 -1.05 0.13
C 0.63 -1.74 -0.95
S -0.36 -1.35 -2.37
S 1.63 -3.22 -1.01
C 2.99 -2.57 -2.02
C 3.91 -1.67 -1.24
C 4.84 -2.18 -0.34
C 5.63 -1.34 0.42
C 5.51 0.04 0.29
C 4.59 0.57 -0.61
C 3.80 -0.29 -1.37
C -0.59 2.02 1.67
C -0.20 2.94 2.68
C -1.01 3.96 3.11
C -2.29 4.12 2.57
C -2.71 3.25 1.58
C -1.90 2.23 1.11
O -2.40 1.41 0.15
H 2.10 -0.14 1.73
H 2.19 1.57 2.18
H 1.27 0.44 3.18
H 3.51 -3.46 -2.39
H 2.53 -2.05 -2.86
H 4.93 -3.26 -0.23
H 6.35 -1.75 1.12
H 6.12 0.70 0.90
H 4.50 1.64 -0.73
H 3.08 0.12 -2.08
H 0.77 2.82 3.13
H -0.66 4.64 3.88
H -2.95 4.90 2.92
H -3.70 3.34 1.14
C -4.96 -0.29 1.38
C -4.63 -1.58 0.63
As -2.74 -1.67 0.13
C -1.93 -1.88 1.91
C -2.66 -2.73 2.94
C -2.60 -3.46 -0.64
C -3.57 -4.51 -0.12
H -6.02 -0.24 1.63
H -4.71 0.59 0.79
H -4.40 -0.21 2.31
H -5.20 -1.64 -0.30
H -4.87 -2.45 1.23
H -1.81 -0.86 2.28
H -0.93 -2.26 1.72
H -3.68 -2.40 3.11
H -2.14 -2.67 3.90
H -2.69 -3.78 2.66
H -1.56 -3.76 -0.48
H -2.71 -3.32 -1.71
H -3.49 -4.67 0.95
H -3.37 -5.47 -0.62
H -4.61 -4.25 -0.34
O -0.65 1.72 -2.14
S 0.87 1.35 -2.15
C 1.63 2.91 -1.63
C 1.78 3.75 -2.89
C 2.29 2.78 -3.95
C 1.37 1.56 -3.88
H 2.60 2.65 -1.19
H 0.98 3.32 -0.86
H 2.44 4.61 -2.74
H 0.80 4.14 -3.18
H 3.31 2.48 -3.71
H 2.30 3.21 -4.95
H 1.82 0.63 -4.22
H 0.42 1.72 -4.41

---

[3]
91
Properties=species:S:1:pos:R:3 method="wB97M-V/def2-TZVPD" lumo_energy_ha=-0.082 e_tot_ha=-4206.5557 homo_lumo_gap_ev=6.8926 largest_force_ev_per_a=1.866 homo_ev=-9.127 mol_weight_g_mol=844.0 charge=0
C 2.96 -0.71 3.47
C 1.77 -0.15 2.69
C 1.50 -1.04 1.50
C 0.06 -1.24 0.95
C -0.97 -1.21 2.07
C -2.44 -1.38 1.69
C -3.36 -0.38 2.40
C -4.57 -0.03 1.54
S -6.05 0.18 2.56
C -6.77 1.53 1.78
N -7.80 1.52 0.99
N -8.04 2.85 0.65
C -7.14 3.53 1.26
O -6.29 2.79 1.99
C -0.24 -0.13 -0.12
C -0.84 1.12 0.55
C -0.59 2.49 -0.09
N -1.30 2.67 -1.34
N 0.81 2.74 -0.26
N -1.10 3.53 0.85
C -1.10 -0.53 -1.34
O -2.36 0.01 -1.29
P -0.28 0.04 -3.01
N 0.64 1.29 -2.91
N -1.33 -2.09 -1.39
Cl -1.99 -2.63 -2.87
C -0.21 -2.75 -1.05
N 0.52 -3.50 -1.79
N 0.18 -2.61 0.27
S -0.02 -4.01 1.14
O 0.47 -3.76 2.44
O 0.36 -5.11 0.34
F -1.55 -4.02 1.22
O 2.10 1.16 2.25
C 1.97 2.14 3.26
C 2.04 3.52 2.70
C 2.92 3.82 1.66
C 2.96 5.11 1.14
C 2.13 6.11 1.66
C 1.26 5.81 2.70
C 1.22 4.52 3.22
H 3.07 -0.22 4.43
H 3.85 -0.47 2.90
H 2.91 -1.78 3.59
H 0.95 -0.07 3.41
H 1.82 -2.02 1.80
H 2.16 -0.75 0.69
H -0.88 -0.28 2.60
H -0.72 -1.95 2.82
H -2.82 -2.35 1.97
H -2.62 -1.26 0.63
H -3.69 -0.77 3.36
H -2.83 0.55 2.58
H -4.75 -0.76 0.77
H -4.39 0.91 1.05
H -7.00 4.59 1.25
H 0.71 0.18 -0.55
H -0.37 1.21 1.52
H -1.89 0.98 0.74
H -2.16 3.18 -1.23
H -0.70 3.09 -2.03
H 1.40 2.11 0.26
H 1.02 3.70 -0.06
H -0.81 3.33 1.80
H -2.12 3.51 0.88
H -2.71 0.18 -2.17
H -1.41 0.27 -3.81
H 0.43 -1.05 -3.53
H 1.58 1.08 -3.23
H 0.15 -4.09 -2.52
H 1.55 -3.53 -1.59
H 1.01 2.02 3.77
H 2.73 2.01 4.03
H 3.55 3.04 1.27
H 3.63 5.33 0.33
H 2.15 7.10 1.24
H 0.60 6.56 3.11
H 0.55 4.28 4.03
B 3.60 -4.55 -5.38
O 2.63 -5.62 -5.50
C 3.15 -6.60 -6.25
O 2.61 -7.62 -6.55
C 4.58 -6.16 -6.66
O 5.34 -6.77 -7.33
O 4.78 -4.95 -6.12
O 3.04 -3.26 -5.87
C 3.02 -2.38 -4.90
O 2.60 -1.26 -4.93
C 3.60 -3.07 -3.64
O 3.65 -2.56 -2.53
O 3.91 -4.28 -3.93